DFT (wB97M-V/def2-TZVPD) results for a structure of composition C13H31Br3N6O6.

* E_HOMO: -0.3378 Eh
* charge: 0
* frontier orbital gap: 8.9 eV
* relative energy (zero: lowest compared OMol25 entry of this formula, charge and spin): 48.3 kcal per mole
* E: -245337.996 eV

```
59
Properties=species:S:1:pos:R:3:forces:R:3
Br 2.4283 -7.8138 5.1106 -0.7 0.0 -0.9
Br -0.1538 -9.4557 4.0778 0.4 0.4 0.0
Br 0.1637 -6.3954 3.1689 0.6 -0.6 0.4
O -0.1926 0.3904 0.5432 0.1 0.4 0.5
O 0.2701 8.1927 1.7136 0.9 3.4 0.2
O -1.3256 2.9306 -6.4223 0.5 0.0 -1.3
O 3.8536 -0.6721 6.1308 0.2 -0.2 0.2
O -3.9957 -3.0757 5.5795 -1.2 -0.8 -1.2
O 3.4132 -1.0171 -5.0346 -0.8 -0.6 -1.8
N 0.7559 0.9018 -1.3989 1.0 1.0 -2.6
N 1.9291 -1.5324 -6.6610 -1.1 0.8 -0.3
N -1.3735 4.9770 -7.1094 -1.2 5.3 0.9
N -6.1143 -3.7091 5.5100 -2.5 -1.7 0.6
N 2.2227 -2.2046 6.0889 -1.9 -1.2 -0.2
N -0.7007 6.5008 0.7670 -1.7 -2.0 -1.9
C 0.8984 -1.4478 -0.5601 0.7 1.8 -0.5
C 1.6663 0.2147 6.3547 0.2 -1.0 -0.3
C -5.2906 -2.0802 3.8952 -0.9 -0.7 -0.7
C -0.1196 7.0781 1.7899 1.0 -1.1 1.5
C 3.9686 -2.8590 -6.5097 -1.1 0.7 0.5
C 0.1473 6.2301 3.0082 -0.9 -0.2 0.1
C -1.0631 3.7691 -7.2946 2.4 -5.4 -0.9
C -0.2052 3.5680 -8.6292 -1.3 -0.3 1.6
C 0.4751 0.0693 -0.4210 -1.5 -2.7 1.6
C 1.1338 -8.0418 3.6455 -0.6 0.0 0.1
C -5.0915 -3.0976 4.9730 3.6 2.4 1.7
C 3.0777 -1.6937 -6.0286 2.9 -0.7 2.7
C 2.6686 -0.9518 6.1738 1.2 2.0 -0.1
H -6.1147 -2.3065 3.2186 0.0 -0.3 -0.2
H 4.4395 -3.3678 -5.6685 0.0 0.4 0.0
H 4.7272 -2.4437 -7.1731 -0.1 -0.4 -0.2
H 0.6645 -0.1529 6.5768 0.0 0.2 0.1
H 1.5462 -2.1675 -7.3467 0.2 0.3 0.2
H 1.4008 -0.7780 -6.2465 -0.5 -0.2 -0.5
H -1.6066 5.1645 -6.1447 -0.4 0.5 -0.2
H 0.3878 1.8408 -1.4527 -0.1 -0.2 0.5
H 1.6118 -8.3918 2.7306 0.2 0.3 0.4
H 2.7737 -3.0500 6.1320 0.4 0.6 -0.2
H 1.5158 -1.5600 -1.4514 -0.1 -0.3 -0.1
H -0.3677 6.6769 3.8586 0.4 0.3 0.1
H -0.3503 5.2647 2.9160 0.6 -0.3 0.0
H -0.9438 5.5214 0.8098 -0.1 0.3 -0.2
H 1.0564 0.5419 -2.2935 0.2 0.0 0.2
H -1.1229 5.7165 -7.7500 -0.1 -0.1 0.4
H 1.6447 0.8318 5.4564 0.0 -0.2 -0.1
H -0.2841 2.5345 -8.9663 -0.1 0.2 -0.2
H 1.2611 -2.3330 5.8081 0.1 -0.1 0.3
H -4.3680 -2.0060 3.3195 -0.2 0.5 0.3
H -5.9668 -4.2814 6.3291 0.2 0.2 -0.1
H -7.0566 -3.6780 5.1479 0.3 0.0 -0.1
H 1.2246 6.1850 3.1681 -0.2 -0.2 0.1
H -5.6449 -1.1911 4.4170 0.7 0.3 -0.1
H 1.5448 -1.6630 0.2908 -0.3 -0.2 0.1
H -0.6010 4.3026 -9.3305 0.2 -0.3 -0.4
H 2.0727 0.8376 7.1515 -0.2 -0.2 0.1
H 0.8384 3.7857 -8.4023 -0.1 0.1 0.1
H 0.0324 -2.1076 -0.6125 0.0 0.3 0.2
H 3.2539 -3.5604 -6.9404 0.6 -0.3 -0.7
H -1.0150 7.0599 -0.0131 0.2 -0.1 0.1
```
Positions in Å, forces in eV/Å.


DFT (wB97M-V/def2-TZVPD) results for the molecule C10H23NOSi.

* E_HOMO: -0.3297 Eh
* charge: 0
* frontier orbital gap: 9.8 eV
* relative energy (zero: lowest compared OMol25 entry of this formula, charge and spin): 43.2 kcal per mole
* SMILES: CCN(C(C)=O)[Si](CC)(CC)CC
* E: -22157.731 eV

```
36
Properties=species:S:1:pos:R:3:forces:R:3
Si -0.5242 -0.4131 -0.1551 2.1 -0.8 0.3
O 1.5763 -1.1448 -1.6942 0.8 0.6 0.3
N 1.4008 -0.2249 0.2793 -1.4 1.7 0.9
C -1.4734 0.6565 1.1651 -1.5 0.5 -2.5
C -1.9942 -2.7641 0.7764 -0.6 -2.1 -0.3
C -0.7944 1.6125 -2.1409 0.4 1.9 1.4
C -2.9423 1.0089 0.6415 -1.0 -1.4 2.3
C 3.6930 -0.5235 -0.7526 -0.2 0.3 -1.4
C 2.1860 -0.6110 -0.7345 -1.5 -2.0 -1.3
C 1.9132 0.4984 1.5112 -0.4 1.4 -3.7
C -1.2516 0.2122 -1.7957 2.8 -0.6 0.6
C 2.0052 2.0503 1.2046 -2.1 0.0 2.8
C -0.6682 -2.3375 0.0595 -2.8 2.6 2.1
H 0.1003 -2.7126 0.6609 1.5 0.0 1.3
H 1.2751 0.1454 2.2467 -0.9 0.0 1.9
H -2.9648 1.6429 -0.1948 0.0 1.1 -0.9
H -0.9576 -0.4700 -2.6164 -0.4 0.2 0.5
H -2.2499 -2.3026 1.7194 0.3 0.9 0.1
H 2.3625 2.7549 2.0833 -0.4 -1.7 -1.8
H -3.7480 1.3097 1.4222 2.0 0.4 -0.7
H -1.1230 2.5529 -1.5190 -0.1 -2.0 -1.0
H -0.5147 -2.8669 -0.8014 -0.1 -1.0 -2.7
H 1.0056 2.4306 0.8757 0.6 -0.3 0.5
H -3.4758 0.1040 0.3775 0.3 -0.6 -0.7
H 4.0857 -0.9699 -1.6859 -0.7 0.0 0.4
H -1.6982 0.0605 1.9934 0.4 -0.6 1.9
H -1.0147 1.6239 1.3386 0.4 -0.2 0.6
H 3.8517 0.5560 -0.9356 0.8 -0.4 1.0
H 4.1965 -1.0845 0.0393 -0.1 0.9 0.4
H 2.5831 2.0861 0.3399 1.5 0.6 -1.2
H -1.8675 -3.8271 1.1288 -0.1 0.7 -0.6
H 0.2788 1.6664 -1.9830 0.4 -0.1 -0.3
H -2.9595 -2.7946 0.1915 1.2 0.3 0.2
H -2.2371 0.1230 -1.4820 -2.3 -0.1 -0.4
H -0.9523 1.7886 -3.1803 -0.3 0.6 -0.7
H 2.8974 0.1635 1.6168 1.5 -0.7 0.8
```
Positions in Å, forces in eV/Å.


DFT (wB97M-V/def2-TZVPD) results for a structure of composition C4H6O2.

* E_HOMO: -0.2874 Eh
* charge: 0
* frontier orbital gap: 8.4 eV
* relative energy (zero: lowest compared OMol25 entry of this formula, charge and spin): 152.5 kcal per mole
* E: -8333.850 eV

```
12
Properties=species:S:1:pos:R:3:forces:R:3
O 2.4516 -0.8857 -1.1931 -0.5 0.2 0.3
O -1.5057 0.1532 1.5046 -0.1 -0.1 0.0
C -0.9996 0.9361 0.5340 -0.2 0.0 -0.2
C 0.9410 0.6411 0.1430 0.4 0.2 0.1
C 1.4513 -0.4803 -0.6587 0.1 -0.1 -0.2
C 0.0162 -0.7545 -0.6056 0.0 -0.3 -0.2
H -0.5495 -0.7171 -1.5345 0.1 0.0 0.1
H 1.0630 1.6253 -0.3023 0.0 -0.2 0.1
H 1.1858 0.6092 1.2024 0.0 0.0 -0.1
H -0.3190 -1.4825 0.1296 0.1 0.1 -0.1
H -1.5809 0.8506 -0.3999 0.1 0.0 0.1
H -2.1541 -0.4953 1.1803 0.1 0.1 0.1
```
Positions in Å, forces in eV/Å.


DFT (wB97M-V/def2-TZVPD) results for a structure of composition C15H13IN4O7P2Ru.

* E_HOMO (alpha / beta): -0.5089 / -0.5598 Eh
* charge: +2
* frontier orbital gap (alpha / beta): 6.1 / 3.0 eV
* ⟨S²⟩: 6.0384
* spin multiplicity: 5
* E: -65304.520 eV

```
43
Properties=species:S:1:pos:R:3:forces:R:3
I -0.9166 1.2315 -4.1762 1.1 -0.4 -1.0
Ru -1.6699 0.4227 -1.5768 -0.6 0.9 0.2
P -3.1220 0.6492 0.4060 -3.1 0.3 2.5
P -4.7893 0.2008 -1.8487 -2.0 0.1 0.8
O -4.6265 0.2677 -0.1964 2.5 0.1 -0.1
O -2.2028 -0.5658 0.3512 -0.3 0.2 0.0
O -5.0938 1.7595 -2.0699 -0.8 -0.7 -2.4
O -3.3421 1.0402 1.9504 -0.4 -0.9 -0.8
O -2.6052 1.9109 -0.2715 0.7 -1.4 -0.8
O -5.8413 -0.7356 -2.2764 1.5 0.8 0.2
O -3.3196 -0.0329 -2.3955 -0.3 -0.2 0.2
N 4.5029 -0.9071 6.6576 -0.2 0.9 -2.3
N 0.0639 1.0683 -0.5439 1.1 0.1 0.8
N 1.3981 1.4476 1.1772 -1.0 0.0 -0.1
N -0.8349 -1.1163 -2.5627 1.6 -1.3 -0.9
C 2.1002 1.0192 2.3173 1.2 0.3 0.3
C 1.1671 1.8236 -0.9814 -1.6 -1.2 -1.0
C 2.1433 -0.2483 4.4281 1.3 -1.0 0.5
C 4.1642 0.7806 3.4750 2.5 -1.4 2.8
C 4.2180 -0.4858 5.6051 0.1 -0.9 2.2
C 3.5015 0.0045 4.4522 1.7 0.3 1.0
C 1.9085 2.1325 0.0677 2.2 0.1 0.6
C 0.1532 -3.3091 -2.8002 -1.6 0.7 1.0
C -0.7184 -2.4048 -2.1247 -0.1 -0.1 -1.6
C -0.2206 -0.7547 -3.7129 -0.7 0.3 -0.1
C 3.5242 1.2689 2.3592 -2.3 -0.1 -3.1
C 0.8553 -2.8485 -3.9156 0.2 -0.5 0.9
C 0.2360 0.8783 0.7552 -0.9 -1.1 -0.8
C 1.4783 0.2432 3.3304 -1.7 2.8 -3.5
C 0.5786 -1.6057 -4.4610 0.9 1.0 -0.5
H 1.1208 -1.2956 -5.3884 -0.8 -0.1 1.0
H -0.4683 0.2054 1.2978 0.8 0.8 -0.2
H -5.5853 1.8339 -2.9632 0.9 0.1 2.0
H -1.5045 -2.6474 -1.4042 0.8 -0.3 0.3
H 2.8471 2.6818 0.0595 -0.4 -0.2 0.3
H 1.6279 -0.9150 5.1235 0.3 0.4 0.1
H 0.3973 0.1521 3.2220 0.3 -0.4 0.2
H 0.1489 -4.3627 -2.4810 0.4 0.7 -0.1
H 1.3709 1.8425 -2.0448 -0.1 0.9 0.2
H 1.6767 -3.4566 -4.2897 -0.5 0.0 -0.4
H 4.1508 1.5953 1.4422 -1.4 -0.2 1.8
H 5.2845 0.9248 3.5518 -1.5 -0.2 0.2
H -3.7568 0.3067 2.4559 0.2 0.6 -0.3
```
Positions in Å, forces in eV/Å.